(1)
{
  "formula": "C23H27BrClF7GaO22",
  "method": "ωB97M-V with the def2-TZVPD basis set",
  "e_lumo_ha": 0.0737,
  "gap_ev": 7.6,
  "charge": -1,
  "largest_force_ev_per_a": 0.67,
  "elements": ["O", "C", "C", "Ga", "Cl", "Br", "H", "H", "H", "H", "H", "H", "C", "C", "O", "C", "O", "O", "F", "H", "H", "H", "C", "C", "O", "C", "O", "O", "F", "H", "H", "H", "C", "C", "O", "C", "O", "O", "F", "H", "H", "H", "C", "C", "O", "C", "O", "O", "F", "H", "H", "H", "C", "C", "O", "C", "O", "O", "F", "H", "H", "H", "C", "C", "O", "C", "O", "O", "F", "H", "H", "H", "C", "C", "O", "C", "O", "O", "F", "H", "H", "H"],
  "positions_angstrom": [[2.94990, 1.10080, -0.08421], [2.96607, -0.28636, 0.27216], [1.63100, -0.99726, 0.02584], [0.00398, 0.14208, 0.39719], [-1.80667, -1.18451, 0.11267], [-0.22810, 1.91922, -1.25123], [3.42804, 1.21662, -0.90659], [3.21498, -0.34427, 1.33475], [3.74572, -0.78512, -0.31605], [1.61642, -1.87926, 0.67253], [1.59741, -1.31607, -1.02068], [-0.02894, 0.78235, 1.82003], [-2.11712, 4.02722, 3.80353], [-1.14539, 4.03048, 4.96213], [-1.05345, 2.65803, 5.28656], [-1.29833, 1.95758, 4.12808], [-1.04129, 0.81734, 3.97295], [-1.85494, 2.76368, 3.19864], [-1.62935, 4.71037, 6.03732], [-3.15001, 4.06162, 4.15570], [-1.94740, 4.83264, 3.09398], [-0.15234, 4.41238, 4.71859], [-2.40650, -4.56757, -0.41224], [-1.43041, -5.65216, -0.04768], [-2.27206, -6.65312, 0.52542], [-3.50010, -6.51189, -0.04011], [-4.36425, -7.32989, 0.02311], [-3.59908, -5.33724, -0.68681], [-0.53366, -5.24443, 0.88996], [-2.59385, -3.89385, 0.42332], [-2.09905, -3.98725, -1.26876], [-0.90209, -6.06957, -0.88880], [1.92434, -6.10784, -4.78198], [2.30195, -6.64915, -3.42143], [1.25024, -6.17339, -2.60644], [0.15042, -6.02894, -3.39564], [-0.95186, -5.88143, -2.99142], [0.49735, -6.08002, -4.70557], [3.47856, -6.14733, -2.97902], [2.30393, -5.09460, -4.92196], [2.25246, -6.73797, -5.60443], [2.33824, -7.73876, -3.36074], [1.81782, 0.75664, 6.20275], [2.19396, 0.98679, 7.64508], [3.33244, 1.82827, 7.52949], [3.20190, 2.52022, 6.36587], [3.83757, 3.48444, 6.08313], [2.25000, 1.97651, 5.58487], [2.54793, -0.15689, 8.27859], [2.36301, -0.08171, 5.76804], [0.75171, 0.60333, 6.05673], [1.43246, 1.49670, 8.23750], [-0.74835, -0.64902, -4.83468], [-1.94703, -0.34542, -3.96345], [-2.06181, -1.51654, -3.18716], [-0.81778, -2.04477, -3.06936], [-0.49137, -2.84925, -2.26555], [0.02440, -1.49821, -3.98575], [-3.08729, -0.19464, -4.70489], [-1.04180, -1.19641, -5.73337], [-0.18220, 0.23578, -5.11299], [-1.82778, 0.51611, -3.30292], [-6.61778, 1.74056, -6.31211], [-5.48585, 0.86742, -6.80194], [-4.75970, 1.75671, -7.63356], [-4.96699, 3.01963, -7.16556], [-4.32712, 3.96714, -7.47100], [-6.01201, 3.03576, -6.30080], [-5.93189, -0.17398, -7.54888], [-7.45362, 1.73512, -7.01390], [-6.97285, 1.47042, -5.32152], [-4.82987, 0.49003, -6.01848], [4.99244, 6.17411, 4.55841], [4.11855, 6.19208, 3.32748], [4.92778, 6.88578, 2.39170], [6.22808, 6.67083, 2.73651], [7.15805, 6.89866, 2.03819], [6.30675, 6.15798, 3.98695], [2.97045, 6.88959, 3.52424], [4.86712, 7.08313, 5.14985], [4.82469, 5.30752, 5.18896], [3.87120, 5.20647, 2.93085]],
  "atomic_forces_ev_per_a": [[0.13, 0.08, 0.21], [-0.43, -0.24, -0.26], [0.21, 0.55, -0.27], [0.55, -0.28, 0.26], [-0.09, 0.18, 0.07], [-0.16, -0.08, -0.27], [-0.14, 0.00, -0.08], [0.13, 0.05, -0.02], [0.19, -0.01, 0.28], [-0.23, -0.11, -0.15], [-0.10, -0.20, 0.09], [-0.04, 0.20, -0.09], [-0.04, 0.15, -0.21], [-0.13, -0.10, 0.16], [0.22, 0.26, -0.19], [-0.08, -0.29, -0.30], [-0.12, -0.13, 0.54], [0.00, 0.10, 0.22], [0.02, -0.03, 0.01], [0.04, 0.01, 0.12], [0.08, -0.13, -0.10], [-0.01, 0.09, 0.10], [-0.20, 0.12, 0.02], [0.00, 0.21, 0.62], [0.02, -0.03, -0.31], [-0.17, 0.02, -0.01], [0.03, 0.03, 0.07], [0.15, -0.06, 0.10], [-0.08, -0.11, 0.05], [0.08, -0.05, 0.06], [-0.13, -0.04, -0.20], [0.22, -0.10, -0.01], [0.04, -0.01, -0.25], [0.01, 0.23, 0.11], [-0.04, -0.34, -0.11], [-0.16, 0.33, 0.03], [0.03, -0.10, -0.32], [0.11, -0.04, 0.07], [-0.02, 0.01, 0.02], [0.05, 0.00, 0.13], [-0.17, -0.05, -0.01], [0.12, 0.00, 0.04], [-0.45, -0.22, -0.22], [0.24, -0.12, -0.07], [-0.24, 0.22, 0.04], [0.06, 0.01, -0.21], [0.06, 0.00, 0.04], [0.06, -0.01, 0.25], [0.06, 0.04, 0.00], [0.08, -0.01, 0.12], [0.01, 0.21, -0.18], [0.00, -0.08, 0.07], [0.16, 0.18, -0.12], [-0.06, 0.03, 0.10], [0.16, 0.06, -0.05], [0.15, 0.04, 0.32], [0.10, -0.35, -0.35], [-0.18, 0.03, -0.10], [-0.03, -0.06, -0.05], [-0.12, 0.01, 0.03], [0.11, -0.03, 0.16], [-0.08, 0.03, -0.04], [-0.17, 0.02, 0.19], [-0.03, -0.03, -0.17], [0.10, 0.01, 0.28], [-0.02, 0.14, -0.09], [-0.04, -0.02, -0.05], [0.03, -0.12, -0.05], [0.01, 0.05, -0.05], [0.06, -0.09, -0.07], [0.11, 0.16, 0.07], [-0.02, -0.12, -0.04], [0.01, -0.17, 0.30], [-0.01, 0.20, 0.00], [0.03, -0.30, -0.03], [0.14, 0.10, 0.02], [-0.03, 0.06, 0.02], [-0.13, 0.03, -0.08], [0.03, 0.04, -0.03], [-0.10, 0.07, -0.13], [0.19, -0.10, -0.09], [-0.12, 0.03, 0.01]],
  "lowdin_charge": [-0.1374, -0.3593, -0.3040, -0.1868, 0.1043, 0.0405, 0.0698, 0.0961, 0.0992, 0.0478, 0.0330, -0.0704, -0.0523, -0.3149, 0.1055, -0.5574, 0.1499, 0.0789, 0.0608, 0.1428, 0.1416, 0.1728, -0.0622, -0.2994, 0.1274, -0.5692, 0.1452, 0.0773, 0.0706, 0.1059, 0.0936, 0.1293, -0.0523, -0.3160, 0.1400, -0.5323, 0.1845, 0.0772, 0.0794, 0.1461, 0.1369, 0.1717, -0.0371, -0.3075, 0.1350, -0.5445, 0.1599, 0.0827, 0.0762, 0.1516, 0.1296, 0.1739, -0.0553, -0.3048, 0.1118, -0.5660, 0.1364, 0.0640, 0.0447, 0.1388, 0.1394, 0.1139, -0.0523, -0.3090, 0.1317, -0.5501, 0.1815, 0.0714, 0.0720, 0.1417, 0.1408, 0.1521, -0.0499, -0.3050, 0.1302, -0.5549, 0.1736, 0.0729, 0.0677, 0.1442, 0.1061, 0.1784]
}


(2)
{
  "formula": "C5H12N2",
  "method": "ωB97M-V with the def2-TZVPD basis set",
  "e_lumo_ha": 0.0392,
  "gap_ev": 10.0,
  "largest_force_ev_per_a": 1.24,
  "smiles": "C=CC[C@@H](N)CN",
  "elements": ["N", "C", "C", "C", "C", "C", "N", "H", "H", "H", "H", "H", "H", "H", "H", "H", "H", "H", "H"],
  "positions_angstrom": [[2.10148, 0.34823, 0.01537], [0.73566, -0.09646, 0.17899], [0.27879, -0.83182, -1.08609], [-1.19416, -1.14966, -1.11949], [-1.80603, -1.97105, -0.28122], [-0.29445, 0.97544, 0.64046], [0.36269, 2.00332, 1.43442], [2.18962, 1.15141, -0.59167], [2.54692, 0.49844, 0.91472], [0.74906, -0.80433, 1.01199], [0.51110, -0.16663, -1.92178], [0.88381, -1.72818, -1.16336], [-1.76506, -0.72235, -1.93861], [-1.28414, -2.56730, 0.45634], [-2.87961, -2.10024, -0.29898], [-0.73713, 1.38856, -0.27214], [-1.08205, 0.54501, 1.25297], [-0.28244, 2.63393, 1.89059], [0.96594, 2.59368, 0.87748]],
  "atomic_forces_ev_per_a": [[0.14, -0.29, 0.02], [-0.65, -0.35, 1.00], [-0.15, 0.50, 0.15], [0.18, -0.35, -0.19], [-0.24, -0.12, 0.05], [0.60, 0.58, -0.65], [0.26, 0.22, 0.42], [0.09, 0.09, 0.09], [-0.12, 0.32, -0.33], [0.20, -0.23, -0.09], [0.11, -0.17, -0.14], [0.12, -0.15, -0.23], [-0.11, 0.28, 0.25], [0.17, 0.22, 0.19], [-0.04, -0.12, -0.21], [-0.36, 0.10, -0.05], [-0.04, -0.20, -0.17], [-0.21, -0.18, -0.02], [0.06, -0.15, -0.08]],
  "lowdin_charge": [0.0336, -0.4251, -0.1816, -0.1931, -0.0041, -0.2509, -0.0196, 0.0696, 0.0750, 0.1341, 0.1083, 0.1126, 0.0969, 0.0631, 0.0510, 0.1051, 0.1075, 0.0616, 0.0559]
}


(3)
{
  "formula": "C3H8O2",
  "method": "ωB97M-V with the def2-TZVPD basis set",
  "e_lumo_ha": 0.0314,
  "gap_ev": 11.3,
  "largest_force_ev_per_a": 0.97,
  "smiles": "OCCCO",
  "elements": ["C", "O", "C", "C", "O", "H", "H", "H", "H", "H", "H", "H", "H"],
  "positions_angstrom": [[-0.48378, 0.35490, -1.18477], [-1.74797, 0.03914, -1.75570], [-0.19325, -0.33268, 0.13806], [0.97504, 0.31394, 0.82222], [1.43458, -0.37441, 1.97077], [-0.41138, 1.43474, -1.07457], [0.30960, 0.07951, -1.88789], [-2.33287, -0.22931, -1.04206], [0.04721, -1.37465, -0.06441], [-1.09424, -0.44532, 0.74901], [0.72199, 1.32710, 1.12087], [1.79118, 0.39031, 0.08861], [0.91391, -1.19285, 2.07463]],
  "atomic_forces_ev_per_a": [[0.04, 0.12, -0.11], [0.29, -0.27, 0.05], [-0.40, -0.79, -0.41], [0.20, 0.17, 0.02], [-0.37, -0.74, 0.17], [-0.03, 0.29, 0.18], [-0.28, -0.07, -0.13], [-0.08, 0.05, -0.03], [0.30, -0.26, -0.21], [-0.03, 0.69, 0.28], [-0.07, 0.24, 0.07], [-0.01, -0.04, 0.18], [0.44, 0.60, -0.07]],
  "lowdin_charge": [-0.2730, -0.0610, -0.1994, -0.2872, -0.0660, 0.1144, 0.1239, 0.0745, 0.1200, 0.1211, 0.1184, 0.1255, 0.0889]
}


(4)
{
  "formula": "C5H13NO",
  "method": "ωB97M-V with the def2-TZVPD basis set",
  "e_lumo_ha": 0.0350,
  "gap_ev": 10.4,
  "largest_force_ev_per_a": 2.97,
  "smiles": "NCCCCCO",
  "elements": ["C", "O", "C", "C", "C", "C", "N", "H", "H", "H", "H", "H", "H", "H", "H", "H", "H", "H", "H", "H"],
  "positions_angstrom": [[2.25417, -0.46398, 0.09603], [3.48053, -0.76728, 0.78704], [1.27525, 0.21406, 0.99989], [0.00813, 0.72043, 0.36719], [-0.54231, -0.31848, -0.65138], [-2.10472, -0.38256, -0.70538], [-3.02479, 0.71498, -0.36036], [2.55622, 0.16397, -0.82033], [1.99229, -1.38946, -0.38152], [3.72590, 0.01806, 1.29128], [1.18002, -0.36638, 1.90691], [1.83244, 1.11326, 1.28073], [-0.84545, 1.17869, 0.87905], [0.29093, 1.63866, -0.24950], [-0.06387, -0.10670, -1.65762], [-0.20130, -1.41718, -0.52917], [-2.35306, -0.43495, -1.78901], [-2.36864, -1.33231, -0.22578], [-3.89712, 0.65232, -0.86023], [-3.19462, 0.56482, 0.62216]],
  "atomic_forces_ev_per_a": [[2.04, 0.54, -1.97], [-0.47, 0.14, 0.15], [0.49, 1.28, 0.87], [-0.25, 0.56, -2.75], [0.15, -0.33, -0.69], [-0.40, -0.58, -2.89], [1.64, 0.00, 1.50], [-0.74, -0.26, 1.23], [-0.61, -0.61, 0.28], [0.05, -0.11, -0.07], [-0.39, -0.38, 0.19], [0.01, 0.08, 0.53], [0.51, -0.66, 1.06], [-0.11, -1.14, 0.48], [-0.92, 0.07, 0.91], [-0.51, 1.76, 0.55], [0.41, -0.94, 0.47], [-0.29, 0.17, -0.04], [0.03, -0.23, -0.04], [-0.63, 0.65, 0.24]],
  "lowdin_charge": [-0.2923, -0.0826, -0.2217, -0.2083, -0.2067, -0.2921, -0.0206, 0.1430, 0.0986, 0.0758, 0.1191, 0.1113, 0.0958, 0.1296, 0.1141, 0.1216, 0.1062, 0.0968, 0.0582, 0.0541]
}


(5)
{
  "formula": "H12Si5",
  "method": "ωB97M-V with the def2-TZVPD basis set",
  "e_lumo_ha": -0.0133,
  "gap_ev": 8.8,
  "largest_force_ev_per_a": 4.22,
  "elements": ["Si", "Si", "Si", "Si", "Si", "H", "H", "H", "H", "H", "H", "H", "H", "H", "H", "H", "H"],
  "positions_angstrom": [[-3.00701, -0.68783, 0.09248], [1.16149, -1.89580, -0.14643], [2.28661, 1.64799, -0.53397], [-1.36392, 0.92142, 0.61531], [0.89220, 0.28071, 0.65307], [-4.49635, -0.43492, -0.36533], [-2.42659, -1.76334, -0.69560], [-2.71127, -1.38842, 1.36467], [-0.01256, -2.73099, -0.76821], [2.00096, -1.83485, -1.39578], [1.85989, -2.90555, 0.73338], [3.81501, 1.60335, -0.44362], [1.73729, 1.70734, -1.88084], [2.01787, 2.77309, 0.28855], [-1.65520, 2.03771, 1.57845], [-1.50141, 2.14943, -1.14208], [1.40299, 0.52065, 2.04595]],
  "atomic_forces_ev_per_a": [[-0.29, -0.12, 0.44], [-0.22, -1.89, -1.09], [0.90, -0.22, -0.17], [-0.48, 2.64, -3.26], [0.00, -0.68, 0.64], [1.54, 0.01, 0.74], [0.19, 0.08, -0.84], [-0.93, -0.10, 0.48], [0.56, 0.98, 0.83], [0.01, 0.29, 0.41], [-0.21, 0.56, -0.05], [-0.89, -0.54, -0.20], [0.13, 0.24, -0.45], [-0.36, 1.43, 0.33], [-0.05, -0.59, -0.06], [0.37, -1.69, 2.37], [-0.26, -0.39, -0.13]],
  "lowdin_charge": [0.3630, 0.3631, 0.3766, 0.2059, -0.0180, -0.0772, -0.1497, -0.1357, -0.1011, -0.1207, -0.1219, -0.0878, -0.1110, -0.1422, -0.1357, -0.0096, -0.0980]
}


(6)
{
  "formula": "C6H12O",
  "method": "ωB97M-V with the def2-TZVPD basis set",
  "e_lumo_ha": 0.0360,
  "gap_ev": 10.4,
  "largest_force_ev_per_a": 0.32,
  "smiles": "CC[C@H]1C[C@]1(C)O",
  "elements": ["C", "C", "C", "C", "C", "C", "O", "H", "H", "H", "H", "H", "H", "H", "H", "H", "H", "H", "H"],
  "positions_angstrom": [[2.28735, 0.04007, 0.85089], [1.30256, -0.55265, -0.15784], [0.26326, 0.45547, -0.61295], [-0.80684, 0.10559, -1.62198], [-1.19225, 0.39839, -0.21135], [-1.73009, -0.70123, 0.67446], [-1.85614, 1.62548, -0.04692], [2.91406, -0.73206, 1.31033], [1.76091, 0.56611, 1.65458], [2.95196, 0.76135, 0.36359], [0.81223, -1.42668, 0.28206], [1.85793, -0.92931, -1.02499], [0.63974, 1.47402, -0.70936], [-0.88266, -0.92505, -1.96155], [-1.05371, 0.85552, -2.36652], [-2.80652, -0.80573, 0.50899], [-1.56435, -0.46827, 1.73504], [-1.25642, -1.66498, 0.46507], [-1.63327, 1.96012, 0.83188]],
  "atomic_forces_ev_per_a": [[0.03, 0.04, 0.05], [-0.02, -0.05, -0.01], [0.14, 0.04, 0.08], [-0.10, -0.06, -0.15], [0.12, -0.30, -0.01], [0.03, -0.01, 0.01], [0.05, 0.16, 0.21], [-0.09, 0.10, -0.10], [0.04, -0.09, -0.07], [-0.10, -0.05, 0.08], [0.03, 0.09, -0.05], [-0.05, 0.07, 0.05], [-0.06, -0.14, -0.01], [0.06, 0.13, 0.07], [0.01, -0.10, 0.11], [0.12, 0.02, 0.03], [-0.03, -0.03, -0.15], [-0.10, 0.17, 0.01], [-0.07, 0.01, -0.15]],
  "lowdin_charge": [-0.1092, -0.2277, -0.2208, -0.0351, -0.5405, -0.0150, 0.0064, 0.0689, 0.0732, 0.0720, 0.0962, 0.1115, 0.1436, 0.1138, 0.1108, 0.0878, 0.0868, 0.0751, 0.1022]
}